{
  "formula": "C11H15N",
  "method": "ωB97M-V/def2-TZVPD",
  "symbols": ["C", "C", "C", "C", "C", "C", "C", "C", "C", "N", "H", "H", "H", "H", "H", "H", "H", "H", "H", "C", "C", "H", "H", "H", "H", "H", "H"],
  "coordinates": [[-1.4600, -2.8168, -1.1307], [-0.2242, -0.2267, 1.3256], [-1.1312, -0.6443, 0.2773], [-0.8067, -1.9484, -0.1530], [0.3379, -2.2502, 0.4988], [-0.4604, 0.8199, 2.1941], [-1.5740, 1.6112, 1.9754], [-2.3006, 0.1206, 0.1581], [-2.4627, 1.3114, 0.9366], [0.7766, -1.1863, 1.3802], [1.4208, -1.2639, 2.2217], [-0.0431, 0.7673, 3.2118], [0.8073, -3.2761, 0.4586], [-1.8281, 2.3676, 2.6629], [-3.0492, -0.0548, -0.5326], [-2.3139, -3.4040, -0.7203], [-0.7512, -3.6366, -1.6588], [-3.1181, 2.0678, 0.7894], [-1.8324, -2.3356, -2.0389], [3.1657, 1.5304, -1.6409], [1.8145, 1.9975, -1.3644], [3.3369, 0.5510, -1.2021], [3.5457, 1.3266, -2.6436], [3.9357, 2.1137, -1.0986], [1.7186, 2.9385, -0.9632], [1.3610, 1.2519, -0.7359], [1.1352, 2.2681, -2.2075]],
  "homo_energy_ev": -8.0,
  "relative_energy_ev": 2.067,
  "e_tot_ha": -482.83921,
  "smiles": "Cc1c[nH]c2ccccc12.CC"
}